DFT (ωB97M-V/def2-TZVPD) results for C28H43BrCaN2P2S as an isolated structure at a distorted geometry.

Last column: Mulliken charge in e.
CARTESIAN COORDINATES (ANGSTROEM)
N -6.941 5.455 -4.614  -0.540
C -6.585 5.954 -3.427  -0.342
C -5.620 5.345 -2.627  -0.496
C -4.914 4.224 -3.120  0.773
C -5.311 3.697 -4.373  -0.520
C -6.330 4.365 -5.084  -0.292
C -3.864 3.642 -2.306  -0.061
Ca -0.119 1.717 1.991  1.446
P 6.147 -0.756 0.462  -0.032
C -2.880 2.799 -2.736  -0.814
C -2.027 2.097 -1.815  1.349
C -0.893 1.388 -2.276  -0.995
C -0.201 0.540 -1.430  -1.257
C -0.755 0.137 -0.173  0.788
C -1.847 0.941 0.310  -0.872
C -2.327 2.024 -0.424  -0.890
Br 2.080 0.268 1.654  -0.439
H -3.865 3.980 -1.265  0.271
H -2.705 2.625 -3.809  0.398
H -5.420 5.753 -1.644  0.342
H -4.859 2.784 -4.760  0.348
H -7.098 6.858 -3.104  0.365
H -6.642 3.961 -6.060  0.351
H -0.596 1.500 -3.322  0.474
H -3.065 2.688 0.047  0.211
H 0.762 0.152 -1.775  0.764
H -2.311 0.679 1.286  0.452
P -0.745 -1.623 0.369  1.191
C 5.366 0.844 0.896  0.092
C 6.238 2.052 0.542  -1.387
H 5.148 0.824 1.972  0.357
H 4.407 0.889 0.364  -0.088
H 5.777 2.967 0.931  0.364
H 7.242 1.983 0.978  0.359
H 6.335 2.166 -0.543  0.321
C 5.242 -1.222 -1.078  0.234
C 5.883 -2.405 -1.809  -1.256
H 5.241 -0.343 -1.736  0.390
H 4.200 -1.436 -0.798  -0.392
H 5.444 -2.522 -2.807  0.381
H 6.961 -2.262 -1.948  0.346
H 5.732 -3.341 -1.262  0.322
C 5.393 -1.959 1.641  -0.015
C 6.035 -1.962 3.035  -1.215
H 5.650 -2.907 1.147  0.272
H 4.296 -1.852 1.718  -0.080
H 5.409 -2.544 3.729  0.356
H 7.017 -2.454 3.009  0.338
H 6.160 -0.958 3.466  0.309
C -0.583 -2.588 1.953  0.471
C -1.389 -3.902 1.854  -1.157
H -0.917 -1.984 2.804  -0.588
H 0.481 -2.813 2.119  0.648
H -2.444 -3.708 2.099  0.338
H -1.363 -4.350 0.842  0.303
H -1.015 -4.663 2.557  0.408
C 0.568 -2.269 -0.656  -0.604
C 0.086 -2.653 -2.048  -1.315
H 1.032 -3.103 -0.114  0.626
H 1.344 -1.497 -0.712  0.179
H -0.815 -3.280 -2.056  0.341
H -0.121 -1.753 -2.646  0.302
H 0.881 -3.217 -2.548  0.449
C -2.441 -2.035 -0.208  -1.133
C -3.531 -1.704 0.829  -1.158
H -2.436 -3.097 -0.490  0.737
H -2.613 -1.443 -1.119  0.592
H -4.180 -0.888 0.477  0.277
H -4.178 -2.573 1.014  0.394
H -3.130 -1.390 1.809  -0.023
S -3.161 -0.911 4.653  -0.028
C -1.595 -1.015 5.450  -0.218
C -0.696 -0.186 4.830  -0.689
N -1.214 0.534 3.735  -0.160
C -2.551 0.327 3.610  -0.375
H -1.394 -1.613 6.334  0.476
H 0.333 -0.017 5.116  0.432
H -3.204 1.036 3.089  0.494

Output
**DFT total energy**: -5534.2453 Eh
**E_HOMO**: -11.410 eV
**LUMO level**: -0.2468 Ha
**Charge**: +2
**Spin multiplicity**: 1